[1]
This record from OMol25 describes C29H37N3OTi as an isolated structure at a distorted geometry. The level of theory is wB97M-V/def2-TZVPD.

Cartesian coordinates (Å):
1 Ti -0.286948 -0.372586 0.168454
2 N -0.988819 -1.805930 1.664014
3 N -0.121937 -2.161959 -1.407815
4 C 1.055353 1.568286 -0.384075
5 C 1.872937 0.426643 -0.080310
6 C 1.588420 0.010496 1.268732
7 C 2.313124 -1.040497 2.037673
8 H 2.887507 -1.688930 1.368912
9 H 1.618188 -1.666300 2.608632
10 H 3.018450 -0.596542 2.755444
11 C 0.597169 0.915303 1.804932
12 C 0.128500 0.967158 3.216668
13 H 0.866650 1.464190 3.864979
14 H -0.030078 -0.035720 3.631792
15 H -0.811967 1.529998 3.305082
16 C 0.296674 1.890450 0.776358
17 C -0.439465 3.167921 0.988153
18 H -1.242857 3.065754 1.732034
19 H -0.852899 3.548901 0.043411
20 H 0.237459 3.950891 1.367765
21 C 2.961241 -0.115791 -0.947254
22 H 3.933099 -0.143893 -0.425328
23 H 3.097392 0.507165 -1.841805
24 H 2.744181 -1.141649 -1.280662
25 C 1.081665 2.368118 -1.643593
26 H 0.067104 2.555033 -2.023880
27 H 1.631712 1.858225 -2.440589
28 H 1.563849 3.346987 -1.499088
29 C -1.831106 -2.046570 2.698166
30 H -2.012100 -1.210385 3.372404
31 C -2.460035 -3.279440 2.812961
32 H -3.175668 -3.442293 3.619324
33 C -2.252700 -4.279730 1.847234
34 H -2.848109 -5.198544 1.841839
35 C -1.259494 -4.091367 0.901619
36 H -0.983516 -4.836995 0.151449
37 C -0.630089 -2.844231 0.862461
38 C 0.370014 -2.492536 -0.132832
39 H 1.391152 -2.897672 -0.075460
40 C -0.209666 -0.827723 -1.804932
41 C -0.456802 -3.005490 -2.454680
42 H -0.551524 -4.070189 -2.310166
43 C -0.632366 -2.218390 -3.539941
44 H -0.911450 -2.474991 -4.546052
45 N -0.416904 -0.900300 -3.143321
46 C -0.378839 0.217500 -4.033487
47 C 0.811497 0.484663 -4.733772
48 C 0.836895 1.595312 -5.576582
49 H 1.746762 1.816937 -6.140345
50 C -0.283466 2.418987 -5.707501
51 C -0.230896 3.650462 -6.564815
52 H -0.260208 4.568918 -5.959449
53 H -1.092122 3.677197 -7.245934
54 H 0.688265 3.666034 -7.162405
55 C -1.471990 2.072300 -5.058604
56 H -2.366050 2.673402 -5.223609
57 C -1.545194 0.967050 -4.211425
58 C -2.819390 0.549460 -3.538852
59 H -3.179445 -0.424037 -3.901722
60 H -3.608924 1.279586 -3.740407
61 H -2.714885 0.472371 -2.447274
62 C 2.017401 -0.401090 -4.616698
63 H 1.971594 -1.250416 -5.316504
64 H 2.141675 -0.811998 -3.608172
65 H 2.921787 0.175586 -4.857303
66 C -3.410818 0.168123 1.022601
67 O -2.193221 0.512191 0.295479
68 H -4.195186 0.902858 0.790706
69 H -3.720084 -0.828932 0.693035
70 H -3.196871 0.196080 2.103104
71 H -2.250721 1.462882 0.056126

Force components x, y, z for each atom (eV/Å):
Ti 2.1 -0.1 1.0
N 0.4 1.4 -0.7
N -0.3 -0.7 -2.1
C 0.0 -0.1 1.1
C -0.4 0.4 0.5
C -0.3 1.0 -0.2
C 0.1 -0.1 0.2
H -0.1 0.0 0.1
H 0.1 0.0 -0.1
H 0.0 0.0 -0.1
C 0.5 0.9 -0.9
C -0.1 0.0 0.3
H -0.1 0.0 0.0
H 0.0 0.2 -0.1
H 0.1 -0.2 0.0
C 1.3 -1.0 0.5
C -0.3 0.1 -0.1
H 0.0 0.1 -0.2
H -0.1 0.0 0.2
H -0.1 -0.2 -0.1
C 0.2 -0.3 -0.2
H -0.3 0.0 -0.1
H 0.0 -0.2 0.2
H 0.1 0.2 0.0
C -0.1 0.2 -0.3
H 0.2 0.0 0.0
H -0.2 0.0 0.1
H 0.0 -0.1 0.0
C -1.0 -1.3 0.7
H -0.1 -0.3 0.1
C -0.1 1.1 0.3
H 0.2 0.1 -0.1
C -1.5 -1.4 0.8
H 0.2 0.3 0.2
C 1.4 1.7 -0.7
H 0.0 0.1 0.3
C -0.6 -3.1 -0.3
C 1.2 1.3 0.5
H -0.5 0.1 -0.2
C 0.1 -0.4 0.3
C -0.3 0.4 -0.2
H 0.1 0.1 -0.1
C 0.0 -0.7 -0.3
H 0.1 0.0 -0.1
N -0.1 0.1 -0.7
C 0.2 -0.4 0.0
C -0.6 0.1 0.1
C -0.3 0.1 0.1
H -0.2 0.0 0.2
C 0.0 -0.3 0.0
C 0.0 0.2 -0.2
H 0.0 -0.2 -0.1
H 0.2 0.1 0.1
H -0.2 0.1 0.1
C 0.1 -0.1 0.1
H 0.1 0.0 0.1
C 0.5 0.1 -0.2
C -0.4 0.1 0.2
H 0.2 0.2 0.1
H 0.1 0.0 0.0
H 0.2 -0.1 -0.3
C 0.4 -0.1 0.1
H -0.1 0.2 0.2
H -0.2 0.1 -0.2
H -0.2 -0.2 0.0
C 0.6 0.3 0.0
O -2.5 1.4 0.0
H 0.2 -0.2 0.0
H 0.1 0.2 0.3
H -0.2 -0.2 -0.4
H 0.3 -1.0 0.1

Net charge: -1
Gap between HOMO and LUMO (spin up / spin down) (eV): 3.00 / 3.94
ΔE to the lowest compared entry with this formula, charge and spin (eV): 0.000
HOMO (spin up / spin down) (eV): -0.480 / -1.456
2S+1: 2

Mulliken atomic charge list, values in e, 4 entries: -1.691, 0.721, 0.868, 1.826

***

[2]
This record from OMol25 describes one molecule with the formula C6H10. The level of theory is wB97M-V/def2-TZVPD.

Cartesian coordinates (Å):
1 C 1.431900 -0.383367 0.897298
2 C 0.578933 -0.151827 -0.344875
3 C -0.939882 -0.682448 -0.075699
4 C -1.329328 0.785872 0.175261
5 C -0.014143 1.264093 -0.470263
6 C -0.918563 -1.131758 -1.438982
7 H 1.568147 -1.448610 1.110807
8 H 0.975880 0.086529 1.776359
9 H 2.421314 0.066452 0.753435
10 H 1.103045 -0.530217 -1.232006
11 H -1.023204 -1.386606 0.762630
12 H -2.260873 1.112212 -0.292263
13 H -1.367198 1.007810 1.246558
14 H 0.537784 2.051013 0.053262
15 H -0.150270 1.539645 -1.517075
16 H -0.613540 -2.198789 -1.404441

Force components x, y, z for each atom (eV/Å):
C 0.0 0.0 0.1
C 0.3 0.0 -0.1
C -0.3 -0.1 -0.1
C -0.1 0.1 0.1
C 0.0 0.1 -0.1
C 0.1 -0.1 0.4
H 0.0 0.1 -0.1
H 0.0 -0.1 -0.1
H -0.1 -0.1 0.0
H -0.1 0.1 0.1
H 0.0 0.1 -0.2
H 0.1 -0.1 0.0
H 0.0 0.0 -0.2
H -0.1 -0.1 -0.1
H 0.0 0.0 0.2
H 0.0 0.1 0.0

Net charge: 0
Gap between HOMO and LUMO (eV): 9.15
ΔE to the lowest compared entry with this formula, charge and spin (eV): 4.070
HOMO (eV): -8.285

natural (NBO) atomic charge list, values in e, 4 entries: -0.604, -0.170, -0.327, -0.406

***

[3]
This record from OMol25 describes C18H33N6SeV as an isolated structure at a distorted geometry. The level of theory is wB97M-V/def2-TZVPD.

Cartesian coordinates (Å):
1 V -0.747259 -0.471609 0.061666
2 C -0.210342 0.834674 2.479118
3 N 0.665825 0.385471 1.388873
4 C 1.464970 1.488803 0.781532
5 C 1.597104 -0.730022 1.810383
6 C 0.928645 -2.046370 1.990163
7 C 1.537594 -3.097519 2.593598
8 C 0.892299 -4.350621 2.655624
9 C -0.405408 -4.492237 2.127362
10 C -1.016260 -3.407215 1.510873
11 C -0.341254 -2.178936 1.356192
12 H 0.392907 1.034538 3.365310
13 H -0.877308 0.009954 2.728314
14 H -0.759036 1.709605 2.157528
15 H 2.104435 1.924921 1.555628
16 H 0.801181 2.275747 0.430244
17 H 2.111942 1.077557 0.003152
18 H 2.217402 -0.282095 2.550079
19 H 2.230387 -0.783911 0.939818
20 H 2.494175 -3.072082 3.054423
21 H 1.560569 -5.083652 3.132344
22 H -0.933770 -5.496020 2.232596
23 H -2.071273 -3.525639 1.129007
24 N -2.431355 -1.626845 -0.584385
25 N -2.979257 -0.859422 -1.699701
26 H -2.183389 -2.601676 -0.858322
27 H -3.235492 -1.638799 0.066627
28 H -3.691934 -1.373132 -2.175736
29 H -2.153997 -0.734158 -2.328248
30 C -0.033614 -2.820122 -2.731834
31 C 0.966000 -1.881920 -1.933195
32 C 1.915152 -2.641753 -1.076410
33 C 1.677403 -1.001423 -2.935707
34 N 0.219163 -0.971540 -1.054385
35 H 0.589926 -3.545883 -3.361406
36 H -0.751968 -2.328632 -3.466566
37 H -0.574217 -3.438658 -2.027331
38 H 2.609225 -3.200307 -1.676809
39 H 1.386935 -3.252510 -0.362614
40 H 2.563314 -1.926841 -0.538574
41 H 2.019891 -1.658602 -3.736526
42 H 2.478836 -0.529625 -2.481071
43 H 1.001310 -0.275543 -3.504355
44 C 0.683239 3.313404 -2.031025
45 N -0.128594 3.982331 -1.005652
46 C 0.248528 5.237419 -0.520438
47 C -0.649268 5.436599 0.490966
48 N -1.548171 4.396038 0.577326
49 C -2.700664 4.307112 1.518978
50 C -1.167779 3.481054 -0.326443
51 Se -1.918260 1.806260 -0.808283
52 H 0.432656 2.277781 -2.062655
53 H 1.726536 3.452858 -1.753602
54 H 0.448657 3.744894 -3.002651
55 H 1.016911 5.914559 -0.942959
56 H -0.661758 6.317415 1.178804
57 H -3.519525 4.891570 1.064721
58 H -2.382103 4.791221 2.404318
59 H -2.909850 3.233531 1.651341

Force components x, y, z for each atom (eV/Å):
V -0.1 0.0 1.2
C 0.5 -0.2 0.4
N -0.6 -0.9 -0.9
C 0.0 -0.2 0.8
C -0.2 1.2 -1.4
C -1.4 1.3 -0.8
C -0.9 -1.8 0.4
C 0.5 0.9 -0.3
C 0.4 -1.8 0.9
C -0.9 0.7 -0.9
C 0.3 0.3 0.3
H -0.1 0.3 0.1
H -0.2 0.1 0.1
H -0.1 0.2 0.1
H 0.0 0.0 0.0
H 0.1 -0.2 -0.1
H -0.3 0.2 -0.1
H 0.5 -0.3 1.3
H 0.5 -0.3 -0.2
H 0.8 0.5 0.2
H -1.2 -0.3 -0.3
H 0.7 1.6 -0.2
H 1.3 0.0 0.4
N -1.1 -0.1 -0.1
N 2.4 0.4 -0.2
H -0.3 0.8 0.4
H 0.8 -0.4 0.0
H -0.5 -0.5 -0.4
H -1.3 -0.1 0.2
C 0.7 -0.2 -0.8
C -1.5 0.5 -1.7
C 0.9 0.5 0.6
C -2.0 -0.3 -2.3
N -0.1 -1.0 -0.7
H -0.7 1.1 0.9
H 1.0 -0.2 1.1
H -0.3 -0.2 0.1
H 0.1 -0.6 -0.4
H 0.0 -0.4 0.2
H -0.3 -0.3 -0.1
H 0.4 0.0 0.1
H 1.6 1.2 0.7
H 0.7 -0.8 1.2
C -0.3 0.7 0.0
N 1.3 0.5 -0.5
C -1.4 -0.5 0.7
C 0.5 2.3 0.8
N 0.7 -0.2 0.1
C 0.3 -0.2 -1.7
C 0.3 -0.6 -0.6
Se -0.6 -0.2 0.4
H -0.1 -0.7 0.1
H 0.0 0.0 -0.2
H 0.2 0.1 0.0
H -0.6 -0.9 0.4
H -0.3 -1.1 -0.8
H 0.1 -0.6 0.3
H 0.1 0.2 1.1
H -0.2 0.7 0.0

Net charge: +2
Gap between HOMO and LUMO (spin up / spin down) (eV): 7.15 / 7.15
ΔE to the lowest compared entry with this formula, charge and spin (eV): 0.235
HOMO (spin up / spin down) (eV): -14.448 / -14.448

natural (NBO) atomic charge list, values in e, 4 entries: 1.369, -0.435, -0.437, -0.418